Formula: C7H10F2N
Source: the OMol25 dataset
Level of theory: ωB97M-V with the def2-TZVPD basis set

The geometry in ORCA input format:
```
! wB97M-V def2-TZVPD RIJCOSX def2/J DEFGRID3
* xyz 1 1
F -0.930 2.264 -0.814
F -0.818 1.421 1.165
N 1.896 1.452 0.018
C -1.304 -1.876 0.032
C 0.049 -1.599 -0.217
C -2.330 -1.084 0.079
C 2.041 -0.053 0.263
C 0.601 -0.650 0.478
C -2.082 0.248 -0.460
C -1.243 1.201 -0.061
H 1.156 1.635 -0.751
H -1.469 -2.833 0.279
H 2.776 1.949 -0.292
H -3.449 -1.234 0.305
H 2.743 -0.240 1.063
H 1.607 1.939 0.889
H -2.411 0.362 -1.562
H 0.016 -0.404 1.352
H 0.744 -1.962 -1.116
H 2.406 -0.537 -0.649
*
```

Output
Kohn-Sham gap (eV): 9.5
SMILES: [NH3+]C/C=C/C=C\C=C(F)F
Electronic energy (Ha): -526.838788
ΔE to the lowest compared entry with this formula, charge and spin (eV): 3.101